Entry 1:
A cluster of 2 separate species, C10H16 in total at a distorted geometry, computed with the ωB97M-V functional and the def2-TZVPD basis.

Geometry as ORCA input:
```
! RIJCOSX wB97M-V def2-TZVPD def2/J DEFGRID3
* xyz 0 1
C -1.837 -0.079 -0.403
C -2.967 -1.116 -0.454
C -0.637 -0.601 0.330
C -0.423 -0.322 1.655
C 0.243 -1.560 -0.230
C 0.678 -0.831 2.359
C 1.181 -2.231 0.498
C 1.486 -1.809 1.814
H -1.529 0.536 -1.260
H -2.134 0.855 0.095
H -2.861 -1.791 0.397
H -1.103 0.319 2.201
H 0.103 -1.781 -1.286
H 0.746 -0.439 3.365
H 1.862 -2.957 0.072
H 2.231 -2.304 2.419
H -2.869 -1.639 -1.399
H -3.965 -0.722 -0.254
C 1.379 3.033 -2.738
C 1.239 3.805 -1.412
H 2.399 2.994 -3.130
H 1.131 2.023 -2.450
H 0.771 3.565 -3.461
H 0.206 4.146 -1.304
H 1.815 4.732 -1.368
H 1.462 3.162 -0.563
*
```

The gap between HOMO and LUMO is 0.3667 Ha. As for the maximum force: 2.2 eV/Å. Its SMILES is CCc1ccccc1.CC. The highest occupied orbital energy is -0.333 hartree.

***

Entry 2:
A cluster of 2 separate species, C10H16 in total at a distorted geometry, computed with the ωB97M-V functional and the def2-TZVPD basis.

Geometry as ORCA input:
```
! RIJCOSX wB97M-V def2-TZVPD def2/J DEFGRID3
* xyz 0 1
C -1.282 -2.151 1.900
C 0.039 -2.596 1.154
C -2.006 -1.261 0.917
H -1.868 -3.039 2.170
H -1.047 -1.661 2.857
H 0.338 -1.810 0.466
H -2.745 -0.596 1.398
H -0.181 -3.443 0.471
H 0.907 -2.805 1.771
H -1.364 -0.676 0.311
H -2.588 -1.816 0.203
C -0.088 1.251 -2.989
C 0.773 2.668 0.486
C 0.214 2.501 -0.784
C 1.664 1.707 0.957
C 0.538 1.440 -1.600
C 1.891 0.565 0.191
C 1.335 0.415 -1.098
H 0.389 3.436 1.133
H -0.431 3.277 -1.142
H 1.980 1.594 2.000
H 2.640 -0.122 0.549
H -0.749 2.111 -3.198
H -0.713 0.376 -2.796
H 1.720 -0.505 -1.522
H 0.635 1.139 -3.805
*
```

The gap between HOMO and LUMO is 0.3730 Ha. As for the maximum force: 2.7 eV/Å. Its SMILES is Cc1ccccc1.CCC. The highest occupied orbital energy is -0.336 hartree.

***

Entry 3:
A cluster of 2 separate species, C10H16 in total at a distorted geometry, computed with the ωB97M-V functional and the def2-TZVPD basis.

Geometry as ORCA input:
```
! RIJCOSX wB97M-V def2-TZVPD def2/J DEFGRID3
* xyz 0 1
C 3.074 -0.266 0.773
C 0.978 -0.051 -3.051
C 0.529 0.451 -1.854
C 2.248 -0.671 -2.948
C 1.122 0.449 -0.600
C 2.841 -0.800 -1.682
C 2.320 -0.267 -0.525
H 0.470 -0.039 -4.002
H -0.376 1.076 -1.797
H 2.842 -1.029 -3.769
H 0.782 1.016 0.252
H 3.808 -1.304 -1.613
H 3.909 -0.977 0.841
H 2.506 -0.437 1.690
H 3.482 0.728 1.017
C -2.666 -0.401 1.714
C -1.766 0.787 2.126
C -3.834 0.018 0.867
H -2.046 -1.091 1.094
H -2.912 -1.033 2.568
H -2.243 1.205 3.031
H -3.484 0.645 0.041
H -4.526 -0.726 0.467
H -1.694 1.577 1.376
H -0.825 0.485 2.553
H -4.540 0.654 1.430
*
```

The gap between HOMO and LUMO is 0.3697 Ha. As for the maximum force: 3.8 eV/Å. Its SMILES is Cc1ccccc1.CCC. The highest occupied orbital energy is -0.334 hartree.

***

Entry 4:
A cluster of 2 separate species, C10H16 in total at a distorted geometry, computed with the ωB97M-V functional and the def2-TZVPD basis.

Geometry as ORCA input:
```
! RIJCOSX wB97M-V def2-TZVPD def2/J DEFGRID3
* xyz 0 1
C -0.190 0.905 -2.380
C 1.313 0.545 -2.476
C -0.817 1.919 -1.382
H -0.734 0.885 -3.308
H -0.644 -0.081 -2.025
H 1.982 1.400 -2.506
H -0.442 1.878 -0.371
H -0.439 2.888 -1.783
H 1.654 0.035 -3.387
H 1.396 -0.101 -1.586
H -1.903 1.963 -1.444
C -0.560 -2.945 0.982
C 1.084 0.436 1.017
C 1.014 -0.968 1.031
C 0.363 1.159 1.974
C -0.177 -1.552 1.431
C -0.686 0.543 2.667
C -0.980 -0.756 2.263
H 1.652 1.163 0.433
H 1.750 -1.493 0.443
H 0.679 2.192 2.029
H -1.486 1.116 3.118
H -0.018 -3.584 1.687
H -0.226 -3.352 0.008
H -1.975 -1.099 2.542
H -1.610 -3.096 1.023
*
```

The gap between HOMO and LUMO is 0.3604 Ha. As for the maximum force: 3.9 eV/Å. Its SMILES is Cc1ccccc1.CCC. The highest occupied orbital energy is -0.324 hartree.

***

Energy relative to the best compared isomer or geometry (same formula, charge and spin) for every record listed, in sequence, given in eV: 1.0759 0.9077 0.8954 2.0861.
Electronic energy for every record listed, in sequence, given in hartree: -390.59634 -390.60252 -390.60297 -390.55921.